No. 1
# C3H7N2OSe

A cluster of 2 separate species, C3H7N2OSe in total at a distorted geometry (wB97M-V/def2-TZVPD, OMol25).

Its HOMO energy is -13.73 eV. The HOMO-LUMO gap is 8.47 eV. As for the charge: +1.

Atoms and positions in Å:
1 C 2.13 -0.41 2.09
2 C 2.10 0.56 0.94
3 C -0.09 -0.71 1.41
4 N 0.86 -0.98 2.29
5 N -1.28 -0.06 -2.20
6 O 3.00 -0.81 2.78
7 Se 0.30 0.44 0.05
8 H 2.27 1.66 1.03
9 H 2.87 0.36 0.05
10 H -1.03 -1.26 1.45
11 H 0.78 -1.70 3.06
12 H -2.28 -0.32 -2.23
13 H -0.90 -0.50 -3.13
14 H -1.14 0.92 -2.36

So, what does the Mulliken scheme give us? The charges, in e, come out as:
1 C 0.265
2 C -0.499
3 C -0.083
4 N -0.074
5 N -0.776
6 O -0.437
7 Se 0.328
8 H 0.374
9 H 0.363
10 H 0.399
11 H 0.323
12 H 0.257
13 H 0.275
14 H 0.285

No. 2
# C3H7N2S

A cluster of 2 separate species, C3H7N2S in total at a distorted geometry (wB97M-V/def2-TZVPD, OMol25).

Its HOMO energy is -13.50 eV. The HOMO-LUMO gap is 7.76 eV. As for the charge: +1.

Atoms and positions in Å:
1 C -0.59 2.53 0.11
2 C 0.82 0.62 -0.04
3 C 2.03 -1.60 -0.02
4 N 0.41 1.80 -0.12
5 N 1.52 -0.32 -0.10
6 S -2.46 -0.58 -0.03
7 H -1.53 2.17 0.52
8 H -0.50 3.59 -0.13
9 H 1.24 -2.34 -0.15
10 H 2.80 -1.72 -0.77
11 H 2.48 -1.73 0.97
12 H -3.41 -0.79 -0.93
13 H -2.81 -1.63 0.70

So, what does the Mulliken scheme give us? The charges, in e, come out as:
1 C -0.048
2 C 0.389
3 C -0.613
4 N -0.244
5 N 0.103
6 S -0.358
7 H 0.248
8 H 0.278
9 H 0.324
10 H 0.268
11 H 0.306
12 H 0.169
13 H 0.179

No. 3
# C3H7N2S2

A cluster of 2 separate species, C3H7N2S2 in total at a distorted geometry (wB97M-V/def2-TZVPD, OMol25).

The spin multiplicity is 3. Its HOMO energy (alpha / beta) is -9.16 / -13.89 eV. The HOMO-LUMO gap (alpha / beta) is 5.14 / 6.77 eV. As for the charge: +1.

Atoms and positions in Å:
1 C -1.82 -0.58 0.05
2 C -1.50 0.75 -0.46
3 C 1.53 0.15 0.18
4 N -1.22 -1.67 0.38
5 N 2.40 1.07 -0.09
6 S -3.32 0.28 -0.08
7 S 1.69 -1.49 -0.31
8 H -1.34 1.45 0.32
9 H -1.48 1.12 -1.48
10 H 0.82 0.51 0.88
11 H 0.36 -1.69 0.18
12 H 3.22 0.67 -0.56
13 H 2.37 2.06 0.37
14 H -1.72 -2.62 0.62

So, what does the Mulliken scheme give us? The charges, in e, come out as:
1 C 0.742
2 C -1.047
3 C -0.002
4 N -0.572
5 N -0.308
6 S 0.081
7 S -0.223
8 H 0.373
9 H 0.352
10 H 0.455
11 H 0.366
12 H 0.247
13 H 0.311
14 H 0.224

The following relative energy (zero: lowest compared OMol25 entry of this formula, charge and spin) values (in kcal/mol) correspond, in order, to the records above: 33.35 63.14 94.71.